# 1
Computed, not measured: a molecular structure, C17H23N5S3Tm, with ωB97M-V with the def2-TZVPD basis set.

Total charge: +1
E_HOMO (alpha / beta) (eV): -10.35 / -10.36
Frontier orbital gap (alpha / beta) (eV): 7.23 / 7.25
2S+1: 3

The geometry in XYZ format:
```
49
Properties=species:S:1:pos:R:3:nbo_charge:R:1
H 5.1246 0.5186 -2.8624 0.223
N 1.9004 -0.6209 0.2238 -0.559
C -1.7625 3.1402 1.2823 -0.234
H 4.3346 0.2127 -0.5712 0.218
C -2.2061 1.6408 3.5685 -0.232
H 1.2088 -0.3694 -4.3852 0.223
C -2.2705 -3.6960 -0.4113 0.343
C -2.5535 3.6897 2.3084 -0.213
H -3.0112 -1.8434 1.2919 0.435
H 1.6049 0.5140 2.1000 0.267
Tm -0.5373 -1.1571 0.4553 1.472
H 3.4823 -2.0481 0.3450 0.230
C -0.8582 1.6638 -1.0420 -0.435
C 3.2102 0.0519 -3.8242 -0.190
H -2.1591 1.0758 4.4567 0.227
H 1.0925 2.6486 1.0854 0.238
H 1.9158 -2.6212 0.9024 0.197
H -0.6093 2.6977 -1.3715 0.206
C 1.1006 1.7408 0.4293 -0.242
S -1.0684 -3.7459 0.8001 -0.147
C 1.4203 -0.6673 -2.2404 -0.199
H 2.8383 -1.4981 1.9296 0.227
N -2.8927 -1.5431 0.2923 -0.690
H 3.5730 0.2437 -4.8293 0.231
H -0.3798 1.0379 -1.8006 0.245
C 2.6075 -1.7467 0.8883 -0.401
H -1.4627 -5.2117 -1.3885 0.443
S -0.0611 -1.5314 -2.1326 -0.339
C 1.8872 -0.3049 -3.5761 -0.204
C 1.9236 0.6771 1.0478 -0.258
H -1.9152 1.6106 -1.0056 0.211
C 4.1095 0.2108 -2.7051 -0.217
S -0.5058 -0.3732 2.9899 -0.328
C 3.6629 -0.0050 -1.4071 -0.191
N -2.3023 -4.6747 -1.3173 -0.742
N -3.2453 -2.7203 -0.4252 -0.436
H -3.1272 -4.8938 -1.8293 0.415
H -3.7101 -2.6871 -1.3244 0.414
N -0.3388 1.3193 0.3302 -0.542
C 2.3435 -0.4315 -1.1984 0.072
H -3.5742 -0.8372 0.0641 0.421
C -1.1991 1.8543 1.3360 0.065
H -2.8117 4.7406 2.2970 0.229
H 3.0539 1.0111 1.1603 0.213
H 1.3414 1.9164 -0.6063 0.226
H -1.4283 3.7679 0.4248 0.221
C -2.8200 2.8989 3.4964 -0.176
H -3.5957 3.2340 4.1700 0.232
C -1.3295 1.1110 2.5782 -0.170
```

***

# 2
Computed, not measured: a molecular structure, C15H13Cl2N5OPb, with ωB97M-V with the def2-TZVPD basis set.

Total charge: -2
E_HOMO (eV): -1.22
Frontier orbital gap (eV): 5.45
2S+1: 1

The geometry in XYZ format:
```
37
Properties=species:S:1:pos:R:3:mulliken_charge:R:1
H 0.2534 0.3979 1.6075 0.093
C 2.8797 1.5118 0.1494 -1.678
H 2.9951 0.5311 0.6042 0.365
C -1.4429 -2.3417 1.2013 -0.059
H 2.1044 2.6902 -2.9981 0.352
C 3.7390 0.7369 -2.0838 -1.723
C 2.5112 1.3425 -1.3481 1.853
C -1.5758 -1.6890 3.5346 -0.781
H -1.9275 -1.8464 4.5461 0.342
Cl -2.8703 -5.5111 -0.8337 -0.277
H -0.5046 0.1182 3.9792 0.388
C -2.6484 -3.7882 2.7352 0.782
N -0.6867 -1.2699 0.9416 -0.360
C -2.0608 5.5378 -2.9023 0.459
H 2.0687 2.0309 0.6537 0.324
H 4.6236 1.3660 -1.9648 0.334
C 2.2706 2.7661 -1.9264 -1.619
N -2.4604 4.3929 -2.5114 -0.611
C -1.9137 -2.6143 2.5220 0.379
O -1.3953 -2.9629 -1.1002 -0.707
C -0.3690 -0.4329 1.9078 0.126
C -2.4981 -4.3737 0.4333 0.508
C -1.9589 3.2637 -2.2678 0.401
Cl -3.2072 -4.2002 4.3462 -0.334
C -2.9310 -4.6647 1.7083 -0.766
N -1.8682 6.6293 -3.2518 -0.612
C -1.7491 -3.2159 0.0669 -0.020
H 3.8019 2.0840 0.2719 0.409
H 1.3687 3.1780 -1.4808 0.318
H -3.4866 -5.5723 1.9025 0.403
N 1.3791 0.5368 -1.4836 -0.546
H 3.9450 -0.2556 -1.6889 0.391
C -0.7963 -0.5975 3.2216 -0.654
N -1.6928 2.1577 -2.0140 -0.556
H 3.1140 3.4317 -1.7294 0.377
H 3.5056 0.6427 -3.1418 0.408
Pb -0.5169 -0.0110 -1.6048 0.290
```

***

# 3
Computed, not measured: 15 unconnected molecules or ions with the total composition C38H90O31, with ωB97M-V with the def2-TZVPD basis set.

Total charge: 0
E_HOMO (eV): -9.84
Frontier orbital gap (eV): 10.26
2S+1: 1

The geometry in XYZ format:
```
159
Properties=species:S:1:pos:R:3:mulliken_charge:R:1
H -1.4658 -4.8167 3.8667 0.295
H -0.7919 -3.4600 -6.9912 0.344
C -0.5414 -1.7656 -1.6249 -0.989
C 2.6233 3.1999 -1.3662 -1.014
H -1.3110 0.6442 3.6328 0.751
O -3.9751 2.3557 -6.1112 -0.340
H -0.0070 -1.3645 -4.8628 -0.189
H -4.3944 4.3314 -5.7127 0.350
H -0.0371 3.2048 8.6504 0.236
H -0.4139 3.1494 -2.5668 -0.475
H -3.7629 -3.7556 0.5638 0.439
C -0.2905 0.9692 3.7639 -0.359
H 4.9633 -0.9023 0.6380 0.390
H -0.7647 -1.9290 -0.6084 0.314
O 0.3915 -2.6998 6.8607 -0.407
O -1.2541 -0.6518 -2.1687 -0.002
C 2.4110 -3.8419 -3.5547 -0.852
C -0.7078 2.5540 -3.4274 0.091
C -2.8733 5.9719 -0.4300 -0.092
C 0.2553 5.1893 2.8941 -0.259
H 0.4726 -7.1034 0.7339 0.166
H 1.8265 9.6789 1.6318 0.337
H -2.6288 -2.7460 -0.3195 0.093
O 1.1040 -3.5076 -3.9321 0.544
C 3.4403 -1.8979 -0.4701 0.826
C 4.0168 0.8878 3.7123 0.541
H -3.4695 0.6026 -3.0137 0.017
H 2.0384 8.8537 0.0244 0.314
O -0.5496 1.3662 0.5174 0.418
O 0.4779 8.2926 1.4093 -0.307
H 0.6716 9.9947 0.2693 0.226
H -1.9048 2.4349 1.6584 0.311
C 1.3561 9.2301 0.7755 -0.719
H -2.6256 1.4655 -1.1085 -0.131
H -3.1779 -8.6826 3.7944 0.327
H -0.6169 1.6408 8.9823 0.244
H 4.3607 -0.8926 5.8432 0.218
O -4.1741 2.9097 -3.9573 -0.589
H 2.3180 -1.9050 -0.6728 -0.575
H -0.9464 -7.0114 3.9718 0.284
H -3.4912 -1.5410 1.7187 0.413
H -0.8036 -6.3081 -1.3395 0.241
O -1.9434 2.0979 5.8167 -0.565
H -1.0423 6.2969 0.0998 0.096
O -2.2242 -5.4762 3.6482 -0.469
H -1.6166 3.1086 0.1101 -0.764
H 3.9860 -1.9737 -1.3890 0.410
O 0.4630 3.7954 -0.7952 -0.323
C 0.8859 7.0689 1.7441 0.842
C 0.6857 -7.3608 -0.3416 -1.148
H 0.8611 -6.4202 -2.2501 0.200
H -2.3906 -7.9795 2.2528 0.214
H 0.7736 -0.5198 6.5178 -0.099
H -1.5195 3.0262 -3.9103 0.072
O -0.7163 -3.7801 -5.0637 -0.140
O 2.8759 0.5484 3.9295 -0.201
H -3.1516 5.2829 0.4034 0.203
H 1.1073 4.6888 2.3184 -0.115
O -1.3201 1.2735 -3.0561 0.369
H -1.6783 -1.7512 1.7555 -0.181
H -2.3297 -3.4926 -6.2473 0.228
C -1.9832 -6.8089 4.0636 -0.235
C 1.7955 4.0995 -0.5047 0.928
C -2.6715 -2.2655 1.7608 -0.622
H 2.8949 -3.4724 0.4895 0.328
O 3.7492 -3.0988 0.2217 -0.615
C 0.4954 -3.1293 5.5703 0.555
C -0.8289 1.7646 5.9801 0.704
H -2.9974 7.8233 0.7220 0.329
C 1.1271 -2.7064 3.3978 -0.422
H 2.2882 2.1485 -1.2932 -0.158
O 4.5079 1.9684 3.2438 -0.391
H 0.5299 5.3530 3.9103 0.520
O 1.1422 -4.8682 -5.7142 -0.641
H 0.5399 -1.8264 -1.8194 -0.161
O 0.5946 0.6567 -2.0046 -0.768
H -1.8541 -4.7553 1.4238 0.082
H 1.8123 -2.0419 2.8440 -0.149
H -1.3742 -5.0394 -6.5031 0.304
O -1.7147 -4.2142 0.6421 -0.193
H -4.4140 3.7474 -7.4599 0.266
H 3.4881 -3.2951 -7.6338 0.275
H 0.0783 2.0368 0.1810 -0.259
H -2.2734 -6.8459 5.1263 0.332
H -0.2296 1.8879 3.1832 -0.153
H -2.7393 0.3405 0.1525 -0.185
H -2.6882 -2.7707 2.7232 0.494
C -0.0799 -0.5568 -5.5398 -0.054
C -2.8750 -7.7563 3.2237 -0.947
O -0.1533 6.4240 2.2792 -0.339
H -0.1349 4.5391 -0.5374 -0.042
O 2.5208 -1.7027 -5.8844 -0.600
H -3.2381 8.0206 -1.0184 0.309
H 0.4572 0.2937 3.4393 -0.192
O -0.0159 1.9914 7.0457 -0.249
H -0.5794 4.4391 2.8420 0.126
H 4.1555 -1.6795 -7.9453 0.287
H 3.4853 2.7716 1.5485 0.294
O 0.0207 1.1991 5.1280 -0.068
H 0.0954 -4.5402 -0.3066 0.005
C -2.7927 -3.2689 0.6294 -0.318
H 3.4248 -2.5434 -9.2651 0.264
C -1.7650 2.1535 0.5925 0.913
H 2.8793 -4.2600 -4.4863 0.355
H -1.0920 -0.3455 -5.8029 0.276
O 0.7524 -4.9488 -0.9063 0.025
H -4.4811 7.4811 -0.0165 0.425
C -0.6339 2.3932 8.2642 -0.830
H -5.3342 0.8766 -2.8375 0.318
C 3.3368 -2.3758 -8.2128 -0.661
C 3.5795 2.9454 2.6244 -0.407
C -2.8338 1.4387 -0.0827 -0.667
H 4.0427 3.8686 2.7705 0.280
H 0.5842 0.3016 -5.2379 0.152
H 3.7106 3.1521 -1.1273 0.436
H 2.5919 2.8101 3.0812 0.107
C -3.4170 7.3938 -0.1856 -1.303
C 0.3170 -6.2237 -1.3131 -0.085
H 4.0744 0.1227 -0.5500 0.279
H -3.3998 5.5345 -1.3011 0.323
O 2.0190 6.5694 1.5218 -0.576
H 5.6120 -1.7159 4.7755 0.306
H 1.4609 -3.7398 3.3941 0.700
H 3.9347 -1.6705 4.2612 -0.052
H -0.9314 -2.6373 -2.1800 0.448
H -1.6049 2.7247 8.0219 0.414
H 2.1219 -1.6695 6.9229 0.147
H -3.8578 1.8225 0.1132 0.564
C -3.9240 3.7395 -6.4825 -0.763
O -4.4521 0.8256 -4.7233 -0.437
H 2.5849 3.5603 -2.3711 0.477
H 0.0992 -2.6007 2.9120 -0.001
H 0.0924 -8.2791 -0.5485 0.353
H 2.4705 -4.5488 -2.7685 0.292
C -4.4982 0.3796 -3.3857 -0.250
O 2.0112 -1.8137 -8.0196 -0.376
C -4.1916 2.1393 -4.8685 1.004
H -2.8923 4.0917 -6.5865 0.266
O 1.1137 -2.2533 4.7811 0.050
H -4.7135 -0.6789 -3.4693 0.247
C 0.5701 -4.0900 -4.9794 0.331
H 3.3387 -0.3629 1.0513 -0.088
H 1.7740 -7.5675 -0.4055 0.329
H -3.7776 -7.1247 2.9188 0.226
H 0.1438 2.3654 -4.1261 0.254
C 3.9456 -0.6709 0.2164 -0.866
O 5.0458 0.0769 4.0717 -0.428
O 0.0107 -4.1635 5.3088 -0.619
H 0.9374 -1.2732 8.2232 0.282
C -1.3829 -4.0075 -6.3187 -0.850
C 1.7061 -1.5822 -6.7962 0.853
O 0.4188 -1.1404 -6.7855 -0.347
O -1.4798 6.0137 -0.6629 -0.496
H 2.9827 -2.9524 -3.1990 0.057
H 2.1233 5.1044 -0.7888 0.339
C 1.0382 -1.3793 7.1403 -0.055
H 2.0520 3.9549 0.5689 -0.748
C 4.7034 -1.1035 4.7724 -0.299
C -0.5359 0.4424 -2.3432 0.672
```

***

# 4
Computed, not measured: a single C5H7NO molecule, with ωB97M-V with the def2-TZVPD basis set.

Total charge: 0
Energy relative to the best compared isomer or geometry (same formula, charge and spin) (kJ/mol): 249.9
E_HOMO (eV): -8.98
Frontier orbital gap (eV): 9.90
2S+1: 1

The geometry in XYZ format:
```
14
Properties=species:S:1:pos:R:3:nbo_charge:R:1
H 1.3376 1.7071 0.7953 0.198
C 0.1839 0.1226 -0.9183 -0.167
O -1.4008 -1.6558 -1.7342 -0.500
H -2.5026 0.4010 0.0661 0.231
H -1.7279 -0.7535 1.1685 0.217
C -1.5684 -0.1267 0.2832 -0.355
H 1.3164 -1.3276 0.3492 0.213
C -1.0155 -0.8099 -0.9777 0.593
H 0.8316 0.5597 2.0351 0.196
N -0.4549 0.8572 0.2209 -0.420
C 1.3695 -0.3001 -0.0189 -0.422
H 0.4376 0.7108 -1.8029 0.216
H 2.3651 -0.1364 -0.4268 0.217
C 0.8284 0.7515 0.9605 -0.216
```

***

# 5
Computed, not measured: 20 unconnected molecules or ions with the total composition H40O20, with ωB97M-V with the def2-TZVPD basis set.

Total charge: 0
Energy relative to the best compared isomer or geometry (same formula, charge and spin) (kJ/mol): 170.0
E_HOMO (eV): -10.12
Frontier orbital gap (eV): 9.19
2S+1: 1

The geometry in XYZ format:
```
60
Properties=species:S:1:pos:R:3:nbo_charge:R:1
H -5.2921 0.6285 -4.0462 0.463
H 0.0493 3.3103 -0.3942 0.489
H 2.9763 -3.8701 -0.3502 0.523
O 1.8253 -2.6731 -1.7030 -0.988
O -3.1714 2.9676 2.2646 -0.966
O -2.5487 0.1387 2.1093 -0.982
H 2.0057 3.0389 1.6887 0.476
H -0.3679 1.2579 -0.2280 0.483
H 2.9642 -3.0437 1.9969 0.489
O 2.4850 1.9008 -2.6954 -0.981
O -2.7863 0.7035 -2.0991 -1.003
O 4.7786 -1.5256 0.3422 -0.980
H -4.1991 -1.0221 -0.9450 0.477
H 0.9589 0.0919 -4.0273 0.479
H 1.7867 1.2530 -2.7898 0.483
H -1.8610 0.1080 1.4442 0.493
H 2.4805 0.6276 0.7649 0.492
H -3.1526 3.8868 2.5312 0.477
O -2.1971 3.4562 -2.3567 -0.970
H -3.5237 -0.9574 0.4084 0.483
H 3.0226 -0.7691 0.5477 0.501
O 0.0819 -1.1291 4.4164 -0.935
O -0.3738 3.1509 1.2879 -0.966
H -0.2042 -0.3201 -3.1501 0.506
H 2.1066 2.5824 -2.1400 0.468
O -0.5755 0.3243 -0.1881 -1.001
O 0.4044 3.6022 -1.2338 -0.974
H 1.8953 -1.8897 -1.1575 0.481
H 4.6202 -2.4542 0.5120 0.497
H -1.2501 3.5784 -2.2900 0.503
H 0.8880 -2.7623 -1.8757 0.504
H -0.1375 3.0019 2.2035 0.496
O 2.7690 -3.0522 2.9339 -0.974
H -2.8131 1.6074 -2.4128 0.499
H 3.5507 -4.8226 0.6768 0.493
H -0.0185 -4.4565 2.5749 0.463
H -2.5641 4.0760 -1.7263 0.467
H 0.2426 -0.0921 0.0831 0.525
H -1.1423 -1.5582 -1.2736 0.495
O 0.7056 -4.7105 2.0028 -0.960
H -1.8041 -2.6558 -2.0793 0.494
O 2.4886 2.2367 1.4899 -0.943
H -4.0966 2.7253 2.3037 0.496
H -2.0510 0.6837 -1.4866 0.492
O -0.9578 -2.2368 -1.9229 -0.978
H -1.1930 3.6443 1.3288 0.491
H 0.8185 4.4431 -1.0399 0.479
H 3.5192 -2.6174 3.3393 0.480
H -4.4555 0.0098 -2.9465 0.487
H 1.4553 -4.2129 2.3293 0.486
O 3.5605 -3.9042 0.4072 -0.992
O 0.6506 0.1096 -3.1213 -0.960
H -2.6163 1.0647 2.3420 0.478
O -3.7217 -1.5571 -0.3109 -0.963
H 5.2387 -1.5102 -0.4970 0.482
H -0.5146 -1.6520 3.8806 0.475
H 2.8224 1.9413 2.3370 0.483
H -0.4487 -0.3905 4.7150 0.461
O 2.2059 -0.2710 0.5823 -1.015
O -5.3189 -0.0356 -3.3574 -0.958
```

***

# 6
Computed, not measured: a single H4O2P2S molecule, with ωB97M-V with the def2-TZVPD basis set.

Total charge: 0
Energy relative to the best compared isomer or geometry (same formula, charge and spin) (kJ/mol): 163.0
E_HOMO (eV): -9.64
Frontier orbital gap (eV): 9.29
2S+1: 1

The geometry in XYZ format:
```
9
Properties=species:S:1:pos:R:3:nbo_charge:R:1
O 0.0550 -1.3017 -1.3528 -0.963
S -0.0253 -0.7966 0.0133 1.646
P -1.7613 0.5617 0.0521 0.120
H -2.5419 -0.3391 -0.5893 -0.001
P 1.7370 0.5810 0.1212 0.043
O -0.0051 -1.7565 1.0701 -0.929
H 2.0008 -0.1341 1.3662 0.029
H -1.2004 0.9638 -1.2239 0.016
H 2.5070 -0.1257 -0.8877 0.038
```